This record from the OMol25 dataset describes C22H18O in the gas phase. The level of theory is ωB97M-V with the def2-TZVPD basis set.

Computed properties:
Electronic energy   -25153.99545 eV
Largest force on an atom   0.74 eV/Å
Charge   0
LUMO energy   0.001 eV
Relative energy (zero: lowest compared OMol25 entry of this formula, charge and spin)   0.0 kJ/mol
Frontier orbital gap   8.2 eV

Last column: Löwdin charge in e.
Geometry (Å):
O 1.85824 0.69354 -2.65599  0.104
C 3.22937 -0.64540 0.33652  -0.176
C -3.53344 -2.30003 -0.66181  -0.073
C 4.40055 -0.62542 1.07895  -0.031
C -0.52949 -0.23755 -1.54264  0.026
C 4.02440 1.29144 -0.87076  -0.009
C 1.80842 0.39457 -1.47770  -0.312
C -2.35072 1.72967 -0.33005  -0.026
C -4.79933 0.90698 0.70167  -0.035
C -1.85919 -0.59726 -1.03847  -0.164
C 2.19628 -1.71173 0.55784  -0.135
C -4.34964 -1.39884 -0.03804  -0.034
C -2.70420 0.36623 -0.42360  -0.120
C -4.41967 2.21584 0.79418  -0.082
C -3.96247 -0.04865 0.08705  -0.162
C -3.18753 2.63090 0.26618  -0.073
C 3.03551 0.33978 -0.63821  -0.113
C 0.52433 0.10741 -0.79257  -0.162
C 0.97588 -1.16074 1.30688  -0.156
C 5.18188 1.30230 -0.11643  -0.076
C 0.50744 0.17109 0.70764  -0.129
C 5.36669 0.34332 0.86529  -0.075
C -2.29176 -1.89613 -1.16799  -0.027
H -5.06729 2.94100 1.26483  0.102
H 1.17239 0.97120 1.04126  0.128
H -0.38263 -0.31554 -2.61465  0.135
H -5.30647 -1.70412 0.36045  0.110
H -2.90657 3.67185 0.33055  0.103
H -3.83579 -3.33158 -0.76789  0.103
H 4.56046 -1.38372 1.83257  0.112
H 5.93856 2.05132 -0.29550  0.102
H 1.87056 -2.10350 -0.40890  0.125
H -1.65272 -2.62314 -1.64896  0.116
H 3.86056 2.02504 -1.64632  0.119
H -5.75296 0.58145 1.09265  0.111
H 1.22314 -1.01116 2.35957  0.115
H -0.49816 0.39201 1.06607  0.110
H 6.26881 0.34242 1.45933  0.103
H 0.16637 -1.89089 1.24827  0.114
H 2.62882 -2.53667 1.12679  0.116
H -1.40864 2.05270 -0.74806  0.116


This record from the OMol25 dataset describes a 2-piece molecular cluster, C3H2Cl2O2 overall in a non-equilibrium geometry. The level of theory is ωB97M-V with the def2-TZVPD basis set.

Computed properties:
Electronic energy   -32282.86669 eV
Largest force on an atom   2.15 eV/Å
Charge   0
LUMO energy   0.420 eV
Relative energy (zero: lowest compared OMol25 entry of this formula, charge and spin)   45.7 kJ/mol
Frontier orbital gap   10.2 eV

Last column: Löwdin charge in e.
Geometry (Å):
Cl -1.07879 0.60071 -1.88325  0.576
Cl -0.95717 1.91207 0.87878  0.629
O -0.67349 -1.14014 1.08516  0.167
O -0.92310 -3.23602 0.19296  0.219
C -0.82138 -2.15793 0.57859  -0.427
C -0.14653 1.15684 -0.45667  -1.148
C 1.16791 1.01597 -0.23817  -0.105
H 1.91510 0.63435 -0.88046  0.055
H 1.51744 1.21416 0.72306  0.035


This record from the OMol25 dataset describes C16H17AuN2 as an isolated structure in a non-equilibrium geometry. The level of theory is ωB97M-V with the def2-TZVPD basis set.

Computed properties:
Electronic energy   -23515.70692 eV
Largest force on an atom   4.48 eV/Å
2S+1   3
Charge   +2
LUMO energy (spin up / spin down)   -8.689 / -9.520 eV
Frontier orbital gap (spin up / spin down)   6.5 / 5.9 eV

Last column: Mulliken spin population.
Geometry (Å):
Au -0.94587 -2.93780 -1.25376  0.007
N -0.36116 1.13802 0.90476  0.019
N 0.78398 0.98167 -1.45198  0.262
C -0.59209 2.15328 0.05987  0.121
C 0.01033 2.06663 -1.26477  0.166
C 2.45654 -2.17639 -1.58769  0.379
C -1.70862 2.21130 2.57319  -0.026
C -1.42524 -2.09627 2.87088  0.001
C -1.93328 3.29643 1.73254  0.077
C -0.28880 -1.92065 3.59739  -0.001
C -1.53666 4.33288 -0.53626  0.278
C 3.08252 -3.29642 -0.94582  -0.080
C -1.37080 3.30782 0.43259  -0.030
C -0.17871 3.12118 -2.16635  0.129
C 2.27634 -4.44984 -1.15269  0.305
C 1.21719 -2.61020 -2.10001  0.119
C -0.93079 1.13387 2.10778  0.022
C -0.93961 4.24145 -1.78999  0.020
C 1.10523 -4.05592 -1.81151  0.256
H -2.13777 5.20310 -0.27844  0.000
H -2.58559 4.11667 2.04747  0.002
H 0.25434 -2.79678 3.28790  0.000
H 0.86892 0.28037 -0.75879  -0.031
H 2.54858 -5.41523 -0.71382  0.003
H 0.54565 -2.01884 -2.73521  -0.004
H 1.23740 0.79770 -2.40322  -0.014
H -1.78105 -1.49535 1.99613  0.000
H 2.96134 -1.20190 -1.72798  0.011
H -0.80645 0.23106 2.70257  0.002
H -1.04853 5.06340 -2.50102  0.004
H -2.15029 2.13903 3.56438  0.000
H 0.32141 -1.36131 2.90552  0.000
H 0.31307 3.08425 -3.14967  -0.003
H -1.72392 -3.04987 2.33817  0.000
H 0.32210 -4.70695 -2.22177  0.003
H 4.14028 -3.31038 -0.57038  0.002


This record from the OMol25 dataset describes C22H22N2O4 in the gas phase. The level of theory is ωB97M-V with the def2-TZVPD basis set.

Computed properties:
Electronic energy   -34341.92472 eV
Largest force on an atom   0.94 eV/Å
Charge   0
LUMO energy   0.575 eV
Relative energy (zero: lowest compared OMol25 entry of this formula, charge and spin)   122.2 kJ/mol
Frontier orbital gap   8.2 eV

Last column: Löwdin charge in e.
Geometry (Å):
O -0.86631 -0.92902 1.29065  0.095
O -4.00024 -0.51493 1.64647  0.093
O -2.16100 -2.70827 1.66185  0.012
O -2.12644 3.12995 1.36039  0.061
N 0.69435 -0.98580 -0.87302  0.106
N -2.72470 0.32792 3.31320  0.077
C -0.98649 3.78476 1.09512  -0.137
C 3.09084 1.52512 -2.08382  -0.234
C 4.16021 0.70774 -2.42964  -0.059
C 0.72257 1.77840 -1.22304  -0.027
C -0.89339 -2.70509 -0.31107  -0.055
C -3.10717 1.71020 3.09389  -0.085
C -1.97717 2.52773 2.55563  -0.257
C -1.19497 -4.58181 -1.80584  -0.089
C 1.85042 -0.43975 -1.43265  -0.196
C 2.94074 -1.23993 -1.76240  -0.037
C -0.08882 3.61302 2.10268  -0.070
C -1.27970 -2.01733 0.91543  -0.397
C 3.21770 3.01194 -2.24652  -0.051
C -0.25098 -4.03403 -2.67200  -0.072
C 4.08729 -0.66378 -2.27175  -0.082
C -1.51658 -3.91249 -0.64967  -0.015
C 0.09451 -2.16433 -1.17402  -0.168
C 1.91816 0.95143 -1.59401  -0.158
C -3.16530 -0.66382 2.50711  -0.488
C -2.58559 -2.04891 2.84026  -0.065
C 0.37666 -2.85129 -2.36745  -0.022
C -0.73515 2.79222 3.05807  -0.026
H -2.26644 -4.30520 0.01807  0.118
H -1.68121 -5.51295 -2.05134  0.099
H -3.37425 -2.67933 3.25575  0.143
H 4.22578 3.27352 -2.55791  0.074
H 0.90167 4.01530 2.16367  0.102
H -1.89861 0.17820 3.87007  0.138
H -1.75036 -1.96932 3.54514  0.130
H 2.89206 -2.30488 -1.59308  0.113
H -0.01711 -4.53709 -3.59902  0.106
H -0.32993 2.45384 3.99010  0.108
H 5.06417 1.15350 -2.81839  0.104
H 0.68872 1.93764 -0.14415  0.078
H 0.74657 2.74934 -1.70665  0.069
H -0.93687 4.33196 0.17502  0.122
H 3.00165 3.52298 -1.30970  0.082
H -3.92296 1.70537 2.36721  0.132
H -0.19572 1.27165 -1.51456  0.092
H 4.93216 -1.28470 -2.53021  0.102
H -3.46255 2.12900 4.04301  0.130
H 2.52345 3.37944 -3.00207  0.084
H 0.28713 -0.49119 -0.08320  0.111
H 1.07924 -2.41694 -3.06161  0.109